This record from the OMol25 dataset describes 2 unconnected molecules or ions with the total composition C2H8N2O2. The level of theory is wB97M-V/def2-TZVPD.

CARTESIAN COORDINATES (ANGSTROEM)
1 C -0.02 1.46 -0.97
2 N -1.36 1.00 -0.69
3 H -2.02 -3.81 1.01
4 H -1.50 -0.01 -0.61
5 N 1.01 0.32 0.99
6 H -2.10 1.43 -1.26
7 O -1.74 -3.06 1.53
8 O 2.06 0.50 -1.02
9 C 1.08 0.63 -0.32
10 H 0.22 0.60 1.55
11 H 1.68 -0.37 1.31
12 H -2.51 -2.61 1.88
13 H 0.06 2.52 -0.75
14 H 0.08 1.18 -2.05

## Properties
**Strongest force on any atom**: 0.03385 hartree/bohr
**Molecular weight**: 92.10 g mol⁻¹
**E_tot**: -9269.694 eV
**2S+1**: 2
**Relative energy (zero: lowest compared OMol25 entry of this formula, charge and spin)**: 88.3 kJ/mol
**Frontier orbital gap (spin up / spin down)**: 10.80 / 5.55 eV
**⟨S²⟩**: 0.75
**Lowest unoccupied orbital energy (spin up / spin down)**: -0.147 / -0.339 Eh
**Total charge**: +1